[1]
Entry from the Open Molecules 2025 dataset: a cluster of 2 separate species, C10H13FO2S in total in a non-equilibrium geometry (ωB97M-V with the def2-TZVPD basis set).

```
27
C10H13FO2S ωB97M-V with the def2-TZVPD basis set
F 3.2090 41.8830 48.8040
C 3.4970 42.8930 48.0530
C 4.3900 43.9160 48.5470
C 4.8370 44.8890 47.7170
C 4.2230 44.9620 46.4200
C 3.2880 44.0820 45.9100
C 2.8870 43.0160 46.7640
H 4.6250 43.9140 49.5810
H 5.4930 45.5190 48.1540
H 4.7240 45.8300 45.9960
H 2.7440 44.1740 44.9890
H 2.2450 42.3310 46.2440
C 1.7680 47.7010 50.0300
C 2.0440 47.0080 48.7030
C 1.5210 47.7830 47.6900
S -0.0630 48.2620 48.1740
O -1.0450 47.2030 47.8760
O -0.3930 49.5640 47.8000
C 0.3660 48.2670 49.9350
H 2.5730 48.2820 50.3970
H 1.7370 46.6160 50.5630
H 1.5040 46.1750 48.5660
H 3.0710 46.5690 48.6490
H 1.4110 47.0540 46.9640
H 2.1680 48.5470 47.4130
H -0.3030 47.8160 50.6170
H 0.2810 49.2530 50.2010
```

Summary:
* SMILES: O=S1(=O)CCCC1.Fc1ccccc1
* highest occupied orbital energy: -9.3 eV
* net charge: 0
* energy above the lowest of the compared OMol25 structures with the same formula, charge and spin: 12.4 kJ/mol
* E_LUMO: 0.6 eV

[2]
Entry from the Open Molecules 2025 dataset: a structure of composition C9H9CrI2NO4S2Tl in a non-equilibrium geometry (ωB97M-V with the def2-TZVPD basis set).

```
29
C9H9CrI2NO4S2Tl ωB97M-V with the def2-TZVPD basis set
I 3.4363 0.6474 1.1383
I 4.2866 2.8674 2.2145
Cr -0.2669 1.1334 1.0692
Tl -0.1595 -2.7995 1.7817
S 0.5028 -0.5665 -0.1500
C -2.7446 -2.4977 0.3300
C -2.2416 -2.7962 3.7679
C 0.6548 -0.0982 -1.9136
C 1.5161 1.1388 -2.0929
C -0.7694 0.1819 -2.3914
C 1.2415 -1.3181 -2.6127
C 0.1125 2.8013 1.8942
C -2.0376 1.5365 0.7585
O -3.0767 -2.8112 4.5465
O -3.7139 -2.3032 -0.2338
O 0.2246 3.8300 2.4529
O -3.1582 1.7225 0.4537
H 1.6447 1.3406 -3.1652
H 2.5008 1.0229 -1.6288
H 1.0394 2.0205 -1.6492
H -0.7852 0.3496 -3.4762
H -1.1778 1.0754 -1.9015
H -1.4230 -0.6664 -2.1607
H 1.2939 -1.1356 -3.6907
H 0.6081 -2.1959 -2.4454
H 2.2426 -1.5483 -2.2328
S 0.6556 -0.9865 4.9273
C 0.0132 -0.2425 3.7040
N -0.4188 0.2975 2.7062
```

Summary:
* highest occupied orbital energy (spin up / spin down): -23.2 / -22.9 eV
* net charge: +4
* multiplicity: 4
* E_LUMO (spin up / spin down): -16.9 / -17.6 eV

[3]
Entry from the Open Molecules 2025 dataset: a structure of composition C31H52P2V in a non-equilibrium geometry (ωB97M-V with the def2-TZVPD basis set).

```
86
C31H52P2V ωB97M-V with the def2-TZVPD basis set
V -0.8536 -0.0309 -2.0178
C -2.1120 1.7643 -0.4599
C -2.7566 0.9478 -1.4617
C -2.1113 -0.3931 0.3381
C -1.7866 0.9490 0.6446
C -2.7496 -0.4299 -0.9481
C -2.0863 3.2552 -0.4847
H -1.8545 3.6410 -1.4840
H -1.3456 3.6589 0.2200
H -3.0637 3.6608 -0.1891
C -1.3469 1.4133 1.9964
H -1.2792 2.5026 2.0400
H -0.3669 1.0022 2.2651
H -2.0637 1.0823 2.7623
C -2.1313 -1.5384 1.2943
H -3.1710 -1.8270 1.4998
H -1.6426 -1.2940 2.2435
H -1.6210 -2.4224 0.8911
C -3.5496 -1.5745 -1.4712
H -4.4134 -1.2134 -2.0376
H -3.9085 -2.2060 -0.6478
H -2.9759 -2.2240 -2.1414
C -3.6889 1.4955 -2.4914
H -4.4873 2.0721 -2.0021
H -4.1852 0.7068 -3.0616
H -3.1716 2.1678 -3.1826
C 1.0079 0.6480 -2.2790
C -0.0475 1.6353 -2.6128
C -0.5250 1.8235 -4.0163
C -1.4006 0.6621 -4.6083
C -1.4741 -0.5770 -3.7717
C -0.2878 -1.3468 -3.4115
C 1.0315 -1.0647 -4.1332
C 1.8203 0.0646 -3.4260
H 0.3285 2.0122 -4.6886
H -1.0150 0.4007 -5.6004
H -1.1196 2.7515 -4.0450
H 2.1024 0.8561 -4.1466
H 1.6491 0.8813 -1.4161
H -0.0439 2.5394 -1.9948
H 2.7882 -0.3277 -3.0626
H 1.6517 -1.9722 -4.1838
H -0.4282 -2.4236 -3.2591
H 0.8640 -0.7830 -5.1807
H -2.4150 1.0404 -4.7731
H -2.4043 -1.1395 -3.8653
P 1.7675 2.1982 0.6469
C 1.7443 2.9840 2.2930
H 2.6992 3.5085 2.4399
H 1.5947 2.2058 3.0579
H 0.8962 3.6874 2.3283
C 3.4670 1.5248 0.5184
H 4.1796 2.3594 0.5652
H 3.5757 0.9807 -0.4322
H 3.6438 0.8164 1.3394
C 1.9007 3.6719 -0.4429
H 1.9474 3.3623 -1.4973
H 2.7997 4.2405 -0.1666
H 1.0020 4.2938 -0.3187
P 0.6697 -2.4668 -0.0987
C -0.2996 -3.8450 -0.8453
H 0.3872 -4.6448 -1.1519
H -0.8833 -3.4981 -1.7091
H -1.0154 -4.2265 -0.1048
C 2.1651 -2.4433 -1.1448
H 1.9134 -2.2970 -2.2010
H 2.7168 -3.3809 -1.0015
H 2.7914 -1.5978 -0.8308
C 1.3452 -3.3295 1.3564
H 1.8716 -4.2293 1.0126
H 0.5243 -3.5938 2.0356
H 2.0207 -2.6518 1.8902
C 1.2424 -0.5440 3.0841
C 1.2084 -0.8294 4.4488
C 2.1593 -0.2135 5.3316
C 2.1608 -0.5197 6.6836
C 1.2226 -1.4330 7.2096
C 0.2767 -2.0261 6.3642
C 0.2501 -1.7414 5.0106
H 0.4872 -0.9618 2.4191
H 2.1046 -0.0333 2.6464
H 2.8838 0.4889 4.8985
H 2.8940 -0.0535 7.3392
H 1.2447 -1.6703 8.2707
H -0.4476 -2.7302 6.7785
H -0.4715 -2.2085 4.3377
```

Summary:
* highest occupied orbital energy (spin up / spin down): -9.4 / -10.6 eV
* net charge: +1
* multiplicity: 3
* E_LUMO (spin up / spin down): -3.1 / -5.5 eV

[4]
Entry from the Open Molecules 2025 dataset: the ion C4H13N2 with charge +2 in a non-equilibrium geometry (ωB97M-V with the def2-TZVPD basis set).

```
19
C4H13N2 ωB97M-V with the def2-TZVPD basis set
N -0.9349 -1.6033 0.8844
C -1.6055 -0.7825 -0.1810
C -1.0890 0.7510 -0.2993
N 0.1203 1.0346 0.4136
C 1.3475 1.1418 -0.3910
C 2.1568 -0.1950 -0.5271
H -0.8378 -2.5651 0.5268
H -1.5146 -1.5601 1.7285
H 0.0329 -1.3382 1.1570
H -1.5738 -1.1980 -1.2210
H -2.6765 -0.7270 0.0228
H -1.9317 1.4330 -0.1300
H -0.8749 0.6957 -1.3863
H 0.0829 1.9851 0.8280
H 2.0157 1.8764 0.0923
H 1.2470 1.6251 -1.3772
H 1.5549 -1.0693 -0.3491
H 2.7757 -0.2234 -1.4209
H 2.8322 -0.2546 0.3234
```

Summary:
* highest occupied orbital energy (spin up / spin down): -20.7 / -20.6 eV
* net charge: +2
* multiplicity: 2
* energy above the lowest of the compared OMol25 structures with the same formula, charge and spin: 177.9 kJ/mol
* E_LUMO (spin up / spin down): -7.6 / -13.2 eV

[5]
Entry from the Open Molecules 2025 dataset: a cluster of 38 separate species, F6H74O37P in total in a non-equilibrium geometry (ωB97M-V with the def2-TZVPD basis set).

```
118
F6H74O37P ωB97M-V with the def2-TZVPD basis set
P -0.0753 -0.2526 -0.3211
F -0.9104 -1.3642 -1.2420
F 0.1780 0.5762 -1.6631
F -1.5187 0.5899 -0.1353
F 0.7145 0.7972 0.5844
F -0.4565 -1.1089 1.0323
F 1.3281 -1.1309 -0.4798
O 0.1651 4.3755 -2.1472
H 0.2816 3.5255 -2.6521
H -0.6343 4.1902 -1.6184
O 5.5712 0.9084 2.1052
H 5.7088 1.8719 2.1953
H 4.6700 0.8663 2.5048
O 1.2194 2.8049 2.4623
H 1.1992 1.8374 2.4472
H 0.2677 3.0304 2.4114
O -4.5854 5.3441 -0.2135
H -3.8395 5.9518 -0.0718
H -4.3364 4.5493 0.3174
O 2.6755 -0.4020 2.7062
H 2.4321 -1.3518 2.8175
H 2.7624 -0.3791 1.7118
O 1.4790 -3.8269 -1.1038
H 1.4305 -4.2823 -0.2530
H 0.9334 -3.0605 -0.9147
O -6.1417 3.9494 2.9851
H -5.2190 3.8864 2.6853
H -6.5946 4.1006 2.1608
O -2.7682 -3.8114 -0.4336
H -2.1609 -3.1853 -0.8348
H -3.6311 -3.4881 -0.6977
O -1.7974 1.0419 3.2709
H -2.3365 0.3242 3.6424
H -1.2254 0.6244 2.5959
O -2.0557 -2.6062 5.6087
H -1.3846 -2.7106 4.9179
H -2.8510 -2.6528 5.1054
O -4.7035 -1.7953 -1.9182
H -4.9697 -1.3198 -1.0876
H -4.3116 -1.0037 -2.4393
O 1.9019 -5.6995 3.4829
H 1.9047 -5.7044 4.4044
H 2.7356 -5.2609 3.1769
O 0.0218 -3.5153 -3.8223
H 0.6639 -3.3204 -3.1439
H -0.5340 -4.2363 -3.4819
O 3.7492 -3.7853 3.0538
H 4.4926 -3.3078 2.6694
H 3.4253 -3.2844 3.8147
O 4.0678 3.4737 2.7554
H 4.1025 4.3328 3.2161
H 3.2013 3.0998 2.9073
O 1.7359 4.8191 -4.7952
H 1.0383 5.4207 -4.5233
H 2.2770 4.6710 -3.9565
O 1.0662 -0.1084 -4.8810
H 0.4117 -0.7355 -4.5909
H 1.8583 -0.4587 -4.4763
O -2.2184 3.5046 -0.9152
H -1.8532 2.6021 -1.0372
H -2.9499 3.4617 -1.5326
O 4.7143 -0.5824 -0.3440
H 4.0009 -0.4045 -0.9570
H 4.8669 0.2407 0.1641
O 5.4962 -2.2967 1.8928
H 5.1014 -1.9504 1.0439
H 5.6921 -1.6017 2.5165
O 0.2504 2.4226 -4.1026
H 0.6395 1.5752 -4.3799
H 0.7729 3.1665 -4.5553
O -1.5683 3.7447 3.4870
H -1.6033 2.8325 3.8305
H -2.4168 3.9102 3.0808
O -1.5969 -1.5847 -4.9601
H -1.9371 -1.7053 -5.8594
H -1.2640 -2.4840 -4.7691
O 2.3153 3.8739 -0.1931
H 2.2913 3.3600 0.6215
H 1.4086 3.8882 -0.5003
O 3.3435 -1.4953 -2.9723
H 3.6963 -2.2024 -3.5080
H 2.9080 -2.0099 -2.2477
O -3.0117 -0.0750 -2.9625
H -2.8035 0.8682 -3.0959
H -2.4461 -0.5504 -3.6025
O 0.1092 -5.2126 1.3321
H -0.8328 -5.0031 1.5478
H 0.2804 -5.7586 2.0885
O -2.9441 -1.4155 2.4524
H -2.1314 -1.5127 1.9309
H -3.1354 -2.3198 2.7063
O 3.4817 4.7455 -2.4900
H 4.3787 4.9456 -2.1888
H 3.1250 4.5073 -1.5771
O 5.6205 -2.8693 -3.5277
H 5.9417 -2.0583 -3.1422
H 5.2326 -3.2983 -2.7846
O 0.2429 5.7372 4.4885
H -0.3475 5.0833 4.0548
H -0.1677 6.6222 4.3350
O -1.6432 -5.5811 -2.3840
H -2.4565 -5.7398 -2.8483
H -1.9985 -5.1534 -1.6147
O -4.3005 -0.0215 0.3147
H -3.4779 0.0496 -0.1912
H -4.0121 -0.3218 1.1938
O -2.5225 2.5336 -3.8845
H -1.5642 2.4050 -4.1213
H -2.9746 2.8641 -4.6751
O 0.7496 -2.8577 3.1128
H 0.7093 -3.7745 2.8373
H 0.2323 -2.4271 2.4568
O -3.7067 2.8558 1.2635
H -3.0688 3.1091 0.5480
H -3.9483 1.9976 0.9873
O -2.8738 -4.6656 2.1994
H -3.4220 -5.4898 2.2878
H -3.0324 -4.2977 1.2983
```

Summary:
* highest occupied orbital energy: -8.6 eV
* net charge: -1
* energy above the lowest of the compared OMol25 structures with the same formula, charge and spin: 40.7 kJ/mol
* E_LUMO: 1.6 eV

[6]
Entry from the Open Molecules 2025 dataset: an isolated molecule of C5H10O (ωB97M-V with the def2-TZVPD basis set).

```
16
C5H10O ωB97M-V with the def2-TZVPD basis set
C -1.7484 0.8375 0.8836
C -0.6584 -0.0060 0.2656
C 0.1230 0.6009 -0.8988
C 1.3789 -0.3039 -0.8927
C 1.1950 -1.1509 0.4023
O 0.3458 -0.3527 1.2080
H -2.3520 0.2497 1.5804
H -2.3996 1.2267 0.0936
H -1.3313 1.6902 1.4299
H -1.0510 -0.9641 -0.1183
H -0.4556 0.5556 -1.8283
H 0.3641 1.6538 -0.7038
H 2.2816 0.3025 -0.7869
H 1.4916 -0.8729 -1.8218
H 2.1334 -1.3419 0.9214
H 0.6829 -2.1243 0.2659
```

Summary:
* SMILES: C[C@H]1CCCO1
* highest occupied orbital energy: -9.9 eV
* net charge: 0
* energy above the lowest of the compared OMol25 structures with the same formula, charge and spin: 46.1 kJ/mol
* E_LUMO: 1.2 eV